Entry 1:
Molecular formula: C3H9N3
Method: DFT, ωB97M-V/def2-TZVPD

Results
HOMO energy = -7.295 eV
Gap between HOMO and LUMO = 8.078 eV
Charge = 0
ΔE to the lowest compared entry with this formula, charge and spin = 486.39 kJ/mol
Calculated total energy = -7722.5329 eV

```
15
Properties=species:S:1:pos:R:3:mulliken_charge:R:1
C -2.768 0.712 -0.599 -0.5581
C 1.146 0.468 1.326 -0.4239
C 2.141 -0.531 -0.669 -0.9570
N -1.690 0.008 -0.310 0.4805
N -1.795 -0.966 0.547 -0.9813
N 1.137 0.004 0.159 -0.1797
H -2.658 1.264 -1.449 0.2534
H -3.663 0.463 -0.237 0.3479
H 2.173 0.793 1.675 0.2329
H 0.287 0.578 1.874 0.3363
H 2.553 -1.375 -0.235 0.3874
H 1.785 -0.712 -1.652 0.2474
H 3.019 0.118 -0.660 0.3582
H -0.727 0.414 -0.775 0.2471
H -0.942 -1.239 1.005 0.2091
```

***

Entry 2:
Molecular formula: C28H47B2N4O6
Method: DFT, ωB97M-V/def2-TZVPD

Results
HOMO energy = -10.071 eV
Gap between HOMO and LUMO = 7.774 eV
Charge = +1
Calculated total energy = -49394.3180 eV

```
87
Properties=species:S:1:pos:R:3:mulliken_charge:R:1
C 2.214 1.971 0.722 -1.3011
C 0.969 1.607 1.530 0.5288
O 0.081 2.717 1.599 -0.4874
B -1.241 2.360 1.867 1.1744
O -1.633 2.129 3.150 -0.7493
C -2.230 2.243 0.638 0.0584
C -2.390 1.010 -0.009 -0.8175
N -1.674 -0.097 0.545 0.0044
C -2.173 -0.616 1.597 1.3252
C -3.580 -0.389 2.081 -1.4073
C -1.336 -1.503 2.465 -1.3102
C -3.211 0.850 -1.145 0.1807
B -3.427 -0.506 -1.944 0.4250
N -3.147 -1.862 -1.450 -0.6518
O -3.956 -0.436 -3.205 -0.5628
C -3.917 1.981 -1.603 -0.9632
C -3.791 3.195 -0.938 0.7289
C -2.960 3.330 0.166 0.6110
C -2.902 4.659 0.837 0.0369
O -1.884 5.079 1.325 -0.6138
C -4.186 5.408 0.825 0.2765
O -4.572 6.160 1.885 -0.4692
C -3.776 7.341 2.117 -0.2394
C -4.047 8.434 1.072 -1.0174
C -4.989 5.279 -0.246 0.1538
N -6.219 5.956 -0.381 -0.6534
C -4.566 4.393 -1.361 -0.2075
O -4.830 4.634 -2.506 -0.5784
H 2.138 2.953 0.266 0.4215
H 3.107 1.978 1.346 0.3089
H 2.382 1.238 -0.065 0.2049
H 0.471 0.782 1.020 -0.4036
H 1.281 1.271 2.522 0.3240
H -0.959 2.501 3.733 0.2824
H -3.655 0.535 2.651 0.2590
H -3.853 -1.205 2.746 0.4793
H -4.288 -0.339 1.260 0.2911
H -1.348 -1.119 3.482 0.4545
H -0.314 -1.503 2.100 -0.1901
H -1.772 -2.502 2.468 0.5205
H -3.573 -2.008 -0.544 0.3113
H -2.154 -2.030 -1.364 0.2153
H -3.662 0.348 -3.680 0.3248
H -4.564 1.902 -2.462 0.6656
H -4.106 7.703 3.085 0.4341
H -2.722 7.108 2.217 0.1969
H -4.716 8.073 0.296 0.2964
H -4.539 9.275 1.548 0.3150
H -3.112 8.753 0.621 0.2783
H -6.822 5.655 0.379 0.2684
H -6.658 5.619 -1.234 0.2904
C 0.935 -5.114 -0.205 -1.6243
C 1.042 -3.608 0.013 0.1612
C 1.854 -2.845 -1.039 -0.4742
C 3.134 -3.452 -1.612 -0.7273
N 4.388 -3.526 -0.752 0.5361
C 5.236 -2.278 -0.902 -0.8690
C 4.566 -1.265 0.017 -0.5897
C 3.971 -2.087 1.170 -0.0557
C 4.129 -3.540 0.739 -0.8345
C 5.183 -4.768 -1.097 -0.6989
C 5.829 -4.816 -2.475 -0.4409
C 4.919 -5.040 -3.685 -1.1327
H 1.912 -5.604 -0.220 0.2726
H 0.363 -5.572 0.601 0.4315
H 0.428 -5.342 -1.144 0.3794
H 1.433 -3.406 1.014 0.1609
H 0.038 -3.180 0.016 0.2821
H 2.024 -1.826 -0.690 -0.2819
H 1.207 -2.728 -1.914 0.6091
H 3.408 -2.864 -2.484 0.1672
H 2.936 -4.463 -1.958 0.4776
H 6.240 -2.527 -0.558 0.3896
H 5.274 -1.977 -1.944 0.5555
H 3.779 -0.731 -0.513 0.0377
H 5.274 -0.517 0.365 0.4994
H 2.930 -1.820 1.345 -0.4151
H 4.494 -1.911 2.107 0.5375
H 3.301 -4.202 0.966 0.4357
H 5.020 -3.960 1.200 0.6345
H 4.516 -5.616 -0.939 0.4968
H 5.976 -4.823 -0.352 0.4233
H 6.524 -5.657 -2.433 0.4045
H 6.449 -3.932 -2.636 0.2457
H 4.192 -5.833 -3.499 0.3044
H 5.518 -5.342 -4.541 0.4203
H 4.385 -4.139 -3.984 0.2578
```

***

Entry 3:
Molecular formula: C44H68F4N8O12
Method: DFT, ωB97M-V/def2-TZVPD

Results
Structure (SMILES) = O=C1OC[C@@H](F)O1.O=C1OC[C@@H](F)O1.O=C1OC[C@@H](F)O1.O=C1OC[C@@H](F)O1.CCCC#N.CCCC#N.CCCC#N.CCCC#N.CCCC#N.CCCC#N.CCCC#N.CCCC#N
HOMO energy = -10.866 eV
Gap between HOMO and LUMO = 10.723 eV
Charge = 0
ΔE to the lowest compared entry with this formula, charge and spin = 0.00 kJ/mol
Calculated total energy = -94087.5396 eV

```
136
Properties=species:S:1:pos:R:3:mulliken_charge:R:1
C -6.005 0.366 -2.181 -0.7961
C -6.329 1.855 -1.772 -0.5872
C -5.772 2.348 -0.355 0.0134
C -4.338 2.839 -0.395 0.2481
N -3.232 3.223 -0.406 -0.3600
H -5.047 0.096 -1.736 0.0016
H -6.020 0.168 -3.253 0.3616
H -6.736 -0.328 -1.766 0.3408
H -7.375 2.156 -1.836 0.3828
H -5.912 2.477 -2.564 0.2705
H -5.882 1.534 0.361 -0.2776
H -6.368 3.155 0.071 0.4531
C -2.471 2.142 -4.201 -0.3077
C -2.362 2.173 -5.682 -0.5546
C -0.959 1.928 -6.279 -0.5410
C -0.292 0.634 -5.796 0.3237
N 0.269 -0.296 -5.434 -0.5097
H -2.158 1.150 -3.875 0.0497
H -3.498 2.296 -3.871 0.1134
H -1.654 2.722 -3.773 0.1728
H -2.604 3.209 -5.915 0.3144
H -3.117 1.553 -6.166 0.3566
H -0.280 2.716 -5.954 0.2587
H -0.854 1.965 -7.364 0.3943
C -1.297 -0.696 -1.277 -0.7445
C -1.380 -0.382 0.184 0.2796
C -0.098 0.179 0.838 1.2351
C 1.096 -0.609 0.777 -0.4164
N 2.066 -1.237 0.778 -0.4773
H -0.890 -1.685 -1.489 -0.0383
H -0.594 -0.063 -1.819 0.0328
H -2.303 -0.634 -1.692 0.2972
H -1.660 -1.143 0.912 0.1642
H -2.204 0.315 0.338 -0.1219
H -0.365 0.345 1.882 -0.1932
H 0.026 1.217 0.530 -0.0813
C -1.962 3.271 3.173 -0.7505
C -0.581 3.756 2.605 -0.6151
C -0.349 4.571 1.324 1.1002
C -1.183 5.756 1.058 -0.0478
N -1.829 6.708 0.944 -0.5857
H -1.822 2.960 4.209 0.2649
H -2.360 2.499 2.514 -0.0564
H -2.527 4.203 3.170 0.4749
H -0.108 2.777 2.533 0.1047
H -0.046 4.177 3.456 0.4688
H -0.408 3.992 0.402 -0.4048
H 0.693 4.888 1.352 0.0704
C -1.108 -3.661 -5.795 -1.1724
C -0.934 -4.486 -4.494 0.0865
C -2.038 -5.559 -4.448 -0.5588
C -3.297 -4.945 -4.021 0.2596
N -4.306 -4.405 -3.702 -0.4793
H -1.063 -4.228 -6.726 0.3694
H -0.263 -2.976 -5.851 0.2825
H -2.032 -3.083 -5.788 0.3496
H -0.994 -4.001 -3.520 0.0269
H 0.000 -5.047 -4.532 0.1955
H -1.757 -6.427 -3.851 0.3639
H -2.226 -5.907 -5.464 0.2813
C -5.071 -0.398 2.222 -0.6572
C -4.981 -1.092 3.549 -0.9819
C -3.951 -0.494 4.519 -0.5635
C -2.549 -0.655 4.085 0.0935
N -1.481 -0.747 3.744 -0.1076
H -4.174 -0.521 1.616 0.0990
H -5.352 0.645 2.369 0.3115
H -5.855 -0.959 1.713 0.3967
H -4.613 -2.097 3.345 0.3565
H -5.921 -1.278 4.068 0.4428
H -4.127 -0.886 5.520 0.4113
H -4.218 0.551 4.676 0.3561
C -0.929 -5.204 1.335 -1.0558
C -0.679 -4.399 2.691 -0.3959
C 0.589 -3.548 2.746 1.3472
C 1.777 -4.282 2.329 -0.0156
N 2.739 -4.805 1.977 -0.5668
H -1.862 -5.768 1.344 0.3803
H -0.115 -5.872 1.055 0.3426
H -1.112 -4.481 0.540 0.1690
H -0.811 -4.925 3.636 0.3948
H -1.508 -3.693 2.659 -0.0064
H 0.730 -3.074 3.718 0.3479
H 0.485 -2.765 1.996 -1.0493
C 2.305 -2.605 -2.485 -0.2095
C 2.697 -3.918 -1.783 -0.3805
C 4.225 -3.963 -1.340 -0.0418
C 5.189 -3.634 -2.410 0.1505
N 5.921 -3.305 -3.238 -0.5689
H 1.954 -2.674 -3.514 0.3619
H 3.180 -1.956 -2.526 0.1204
H 1.605 -2.000 -1.909 -0.3779
H 2.392 -4.695 -2.484 0.3860
H 2.046 -4.037 -0.916 0.1015
H 4.498 -4.934 -0.927 0.4962
H 4.336 -3.228 -0.543 -0.0067
C 4.519 4.497 1.408 -0.3266
C 5.692 5.035 0.588 0.2831
O 4.987 5.612 -0.521 -0.3456
C 3.705 5.464 -0.398 0.6994
O 2.931 5.774 -1.277 -0.5616
O 3.345 4.769 0.690 -0.2250
F 6.390 4.032 0.053 -0.2630
H 4.378 5.016 2.356 0.4207
H 4.641 3.420 1.531 0.0844
H 6.438 5.680 1.052 0.2815
C 3.336 1.985 -2.801 -0.5802
C 2.961 1.473 -1.347 0.6810
O 1.592 1.809 -1.330 0.1867
C 1.272 2.788 -2.202 0.4176
O 0.221 3.363 -2.232 -0.5548
O 2.310 2.964 -3.059 -0.3921
F 3.840 2.122 -0.447 -0.3076
H 3.398 1.098 -3.431 0.3137
H 4.309 2.474 -2.758 0.4088
H 3.055 0.403 -1.160 -0.2645
C 0.875 0.695 8.058 -0.4568
C 0.645 0.030 6.740 0.3544
O -0.661 0.428 6.336 -0.1785
C -1.222 0.970 7.428 0.5502
O -2.384 1.439 7.471 -0.5991
O -0.425 1.059 8.446 -0.3299
F 0.751 -1.249 7.035 -0.3155
H 1.503 1.575 7.917 0.2686
H 1.362 -0.015 8.727 0.3152
H 1.221 0.171 5.825 0.3301
C 5.903 -0.628 1.470 -0.0369
C 6.632 -1.372 0.429 0.3176
O 7.531 -0.383 -0.053 -0.3242
C 7.773 0.474 1.024 0.6138
O 8.591 1.353 1.116 -0.5331
O 6.854 0.240 1.936 -0.3470
F 5.747 -1.685 -0.594 -0.2585
H 5.560 -1.292 2.263 0.3099
H 4.948 -0.200 1.165 -0.0906
H 7.214 -2.215 0.801 0.2880
```

***

Entry 4:
Molecular formula: C4H15NO2
Method: DFT, ωB97M-V/def2-TZVPD

Results
Structure (SMILES) = CCN(C)C.O.O
HOMO energy = -7.172 eV
Gap between HOMO and LUMO = 7.958 eV
Charge = 0
ΔE to the lowest compared entry with this formula, charge and spin = 333.38 kJ/mol
Calculated total energy = -9973.6310 eV

```
22
Properties=species:S:1:pos:R:3:mulliken_charge:R:1
C 1.289 0.574 -0.797 -1.2062
C 0.122 1.243 -0.121 -0.0766
N 0.020 0.953 1.291 -0.0195
C 0.821 -0.006 2.199 -1.0165
C -1.189 1.380 1.982 -1.1147
H 2.229 0.959 -0.567 0.3846
H 1.255 0.736 -1.856 0.1696
H 1.260 -0.447 -0.412 0.3754
H -0.178 2.277 -0.402 0.2706
H -0.789 0.698 -0.405 0.2480
H 1.168 0.596 3.118 0.2897
H 0.160 -0.795 2.590 0.3002
H 1.725 -0.185 1.559 0.3893
H -2.086 0.819 1.838 0.3905
H -1.403 2.410 1.946 0.3265
H -0.890 0.957 2.945 0.3112
H -3.550 -5.028 -0.258 0.3300
H -2.074 -4.752 -0.961 0.3176
O -2.953 -4.457 -0.804 -0.6480
H 1.132 0.504 -4.847 0.2860
H 2.451 0.758 -3.978 0.3128
O 1.481 0.804 -4.058 -0.6204
```

***

no.,lowest unoccupied orbital energy (eV)
1,0.78
2,-2.30
3,-0.14
4,0.79